This record from the OMol25 dataset describes C47H38BrClFeN4O8S6Te as an isolated structure. The level of theory is ωB97M-V/def2-TZVPD.

Computed properties:
Largest force on an atom in eV Å⁻¹: 6.31
Net charge: -2
Spin multiplicity: 5
LUMO energy (spin up / spin down) in eV: 3.6035 / 3.6033

Positions of all 107 atoms, in Å:
Fe1 0.6732 -1.1900 -0.2990
C1 4.1628 -0.4299 1.6178
O1 2.8715 0.1554 1.4985
C2 2.4267 0.9325 2.4974
C3 3.1931 1.3061 3.5832
C4 2.6117 2.1136 4.5529
Br1 3.6640 2.6233 6.0609
C5 1.3203 2.5470 4.4606
C6 0.5371 2.1782 3.3491
C7 1.0893 1.3664 2.3612
O2 0.3833 0.8412 1.3340
C8 -0.8582 2.6832 3.3673
N1 -1.4534 3.0487 4.4863
C9 -2.6842 3.5488 4.1027
C10 -3.7159 4.0876 4.8734
C11 -4.8426 4.5447 4.2145
C12 -4.9531 4.4720 2.8148
C13 -3.9457 3.9311 2.0403
C14 -2.8188 3.4661 2.7120
N2 -1.6492 2.8854 2.2758
H1 4.2247 -1.0316 2.5277
H2 4.9404 0.3401 1.6159
H3 4.2753 -1.0638 0.7453
H4 4.2186 0.9910 3.6786
H5 0.8674 3.1631 5.2219
H6 -0.0364 1.5134 0.7180
H7 -3.6218 4.1453 5.9515
H8 -5.6594 4.9683 4.7863
H9 -5.8567 4.8286 2.3346
H10 -4.0384 3.8514 0.9643
H11 -1.3850 2.7778 1.2978
Cl1 -1.7437 4.4274 -6.6988
C15 -1.3689 3.6299 -5.1855
C16 -0.4002 2.6416 -5.1614
C17 -0.1126 2.0110 -3.9583
C18 -0.7712 2.3867 -2.7950
C19 -1.7360 3.3841 -2.8395
C20 -2.0508 4.0052 -4.0397
C21 -0.4264 1.7077 -1.4960
O3 -0.5407 2.4054 -0.4397
O4 -0.0168 0.5400 -1.5612
H12 0.1149 2.3605 -6.0703
H13 0.6231 1.2153 -3.9144
H14 -2.2372 3.6712 -1.9238
H15 -2.8137 4.7702 -4.0895
Te1 0.8835 -2.5100 1.9787
C22 -0.5435 -3.9797 2.4681
C23 -0.3238 -5.2034 3.0359
C24 -1.5170 -5.9335 3.3274
C25 -2.6459 -5.2644 2.9682
S1 -2.2416 -3.7535 2.2578
H16 0.6767 -5.5639 3.2454
H17 -1.5263 -6.9207 3.7752
H18 -3.6773 -5.5749 3.0543
O5 -2.2992 1.3960 5.5186
C26 -3.5022 1.0693 4.8613
N3 -3.2557 0.3717 3.6167
C27 -3.9361 0.6444 2.4704
O6 -4.9071 1.3897 2.4374
C28 -3.4119 -0.0003 1.2277
C29 -4.2142 -0.0613 0.0964
C30 -3.7085 -0.6355 -1.0559
C31 -2.4138 -1.1396 -1.0446
N4 -1.6402 -1.0775 0.0402
C32 -2.1253 -0.5046 1.1373
H19 -1.8196 2.0687 5.0147
H20 -4.1118 1.9385 4.6198
H21 -4.0469 0.4322 5.5577
H22 -2.5608 -0.3607 3.6273
H23 -5.2155 0.3499 0.1410
H24 -4.2964 -0.7039 -1.9621
H25 -1.9962 -1.6430 -1.9113
H26 -1.4256 -0.4445 1.9682
C33 -1.1624 -6.3122 -4.1486
O7 -0.5997 -5.6446 -3.0297
C34 -0.8527 -4.3159 -2.8221
S2 -1.8692 -3.4911 -3.8923
S3 -0.0361 -3.7500 -1.4539
H27 -0.7984 -7.3368 -4.0796
H28 -0.8400 -5.8598 -5.0862
H29 -2.2517 -6.2929 -4.1220
O8 2.3748 -1.2564 -1.2110
C35 3.2041 -1.1081 -2.2901
C36 2.6228 -1.6518 -3.6020
C37 3.2783 -2.2714 -4.6262
C38 2.4201 -2.5801 -5.7255
C39 1.1350 -2.1972 -5.4928
S4 0.9574 -1.4693 -3.9572
C40 3.5163 0.3875 -2.4888
C41 3.0505 1.4082 -1.7229
C42 3.4536 2.6974 -2.1903
C43 4.2218 2.6291 -3.3096
S5 4.4618 0.9997 -3.8012
C44 4.5029 -1.8677 -1.9814
C45 5.7320 -1.3925 -1.6345
C46 6.6229 -2.4156 -1.1893
C47 6.0404 -3.6460 -1.2025
S6 4.4191 -3.5707 -1.7444
H30 4.3366 -2.4991 -4.5984
H31 2.7463 -3.0937 -6.6218
H32 0.2635 -2.3561 -6.1116
H33 2.4408 1.2256 -0.8493
H34 3.1724 3.6279 -1.7119
H35 4.6643 3.4362 -3.8760
H36 5.9931 -0.3425 -1.6764
H37 7.6440 -2.2336 -0.8757
H38 6.4770 -4.5933 -0.9187

Mulliken atomic charge list, values in e, 4 entries: number 1, Fe, carries 0.692; number 2, C, carries -1.026; number 3, O, carries 0.050; number 4, C, carries 0.343